Formula: H15NO6
Source: the OMol25 dataset
Level of theory: ωB97M-V with the def2-TZVPD basis set

Last column: Mulliken spin population.
Geometry (Å):
N -0.8061 2.3786 0.5024  1.895
H -0.6262 3.3032 0.8869  -0.473
H -1.8083 2.2279 0.6052  -0.407
H -0.6055 2.4379 -0.4982  -0.257
H -0.0798 -4.4248 1.5931  -0.105
H -0.8159 -3.1605 1.2685  -0.016
O -0.1000 -3.4858 1.8377  0.269
H 2.0021 0.6541 0.6808  -0.013
H 3.3062 0.9565 -0.0997  -0.003
O 2.3435 0.9456 -0.1850  0.140
H -0.0587 -0.1803 -1.1837  0.016
H -0.8108 -0.9963 -2.2811  -0.053
O -0.9180 -0.3192 -1.6035  0.101
H -3.1976 -0.6964 0.7407  -0.124
H -1.7049 -0.8033 0.5948  0.158
O -2.4719 -1.3223 0.8893  0.073
H 1.5322 2.3295 -3.5799  -0.084
H 1.8795 1.2829 -2.4912  0.045
O 1.3907 1.4106 -3.3142  0.062
H 0.0838 1.0932 1.5925  -0.105
H -0.0068 -0.3766 2.1871  0.037
O 0.5994 0.3225 1.9234  -0.156

Cartesian forces, eV/Å:
N 0.06 0.26 0.04
H 0.05 0.05 0.02
H -0.09 -0.11 -0.11
H -0.05 -0.20 0.14
H 0.18 0.29 0.22
H 0.01 0.37 0.23
O -0.28 -0.56 -0.44
H -0.28 -0.13 -0.07
H -0.20 -0.04 0.04
O 0.39 0.09 -0.20
H 0.17 -0.08 -0.18
H 0.23 0.04 0.09
O -0.30 0.15 0.23
H -0.05 -0.09 0.02
H -0.09 -0.14 -0.25
O 0.17 0.10 0.17
H 0.02 -0.24 0.26
H -0.10 0.12 0.22
O 0.09 0.11 -0.35
H -0.27 -0.28 -0.16
H -0.16 0.05 -0.06
O 0.52 0.24 0.14

For the energy above the lowest of the compared OMol25 structures with the same formula, charge and spin, the calculation gives 10.8 kcal per mole. For the HOMO energy (spin up / spin down), the calculation gives 0.03146 / -0.26361 hartree. As for the multiplicity: 2. The expectation value of S² is 0.751. For the frontier orbital gap (spin up / spin down), the calculation gives 2.6 / 10.6 eV. The net charge is -1.

---

Formula: H15NO6
Source: the OMol25 dataset
Level of theory: ωB97M-V with the def2-TZVPD basis set

Last column: Mulliken spin population.
Geometry (Å):
N 0.9342 1.6730 -0.3482  1.052
H 1.7411 1.3791 0.1940  -0.239
H 0.6969 0.9472 -1.0089  -0.201
H 1.1214 2.5445 -0.8417  -0.159
H -0.6180 -0.3094 2.9948  -0.235
H 0.6347 -0.0114 2.2203  0.069
O -0.3069 0.2600 2.2694  0.335
H -2.7284 -0.0182 0.4342  0.023
H -3.8090 -0.1177 -0.6591  -0.022
O -3.1692 -0.6541 -0.1658  0.083
H 1.2253 -1.6680 -1.8230  -0.026
H 2.3447 -1.8830 -2.7546  -0.082
O 2.1653 -1.4329 -1.9107  0.086
H 3.4329 -1.1155 1.3074  -0.230
H 2.2272 -0.7680 0.3147  0.069
O 2.6802 -0.5460 1.1541  0.196
H -1.4545 -1.7294 -0.9889  -0.129
H -1.1159 -0.5090 -1.5729  -0.057
O -0.8230 -1.4217 -1.6344  0.466
H -1.5392 2.2475 0.3266  -0.002
H -1.5194 1.3501 1.5624  0.031
O -2.1203 1.7827 0.9304  -0.028

Cartesian forces, eV/Å:
N -0.39 0.55 0.15
H -0.01 0.09 -0.11
H 0.20 -0.07 -0.15
H 0.19 -0.40 0.06
H -0.14 0.14 -0.13
H -0.17 0.30 -0.36
O 0.39 -0.65 0.65
H -0.17 0.12 -0.33
H 0.31 -0.12 0.26
O -0.18 0.04 0.02
H -0.26 0.31 0.48
H 0.41 0.27 0.29
O -0.34 -0.51 -0.68
H 0.19 -0.52 -0.32
H 0.73 -0.42 0.36
O -1.02 0.92 -0.04
H -0.40 -0.92 0.61
H 0.31 0.65 -0.40
O 0.25 0.20 -0.29
H 0.46 -0.08 -0.11
H 0.42 0.05 -0.13
O -0.77 0.05 0.21

For the energy above the lowest of the compared OMol25 structures with the same formula, charge and spin, the calculation gives 8.9 kcal per mole. For the HOMO energy (spin up / spin down), the calculation gives 0.03261 / -0.24582 hartree. As for the multiplicity: 2. The expectation value of S² is 0.751. For the frontier orbital gap (spin up / spin down), the calculation gives 2.7 / 10.1 eV. The net charge is -1.

---

Formula: H15NO6
Source: the OMol25 dataset
Level of theory: ωB97M-V with the def2-TZVPD basis set

Last column: Mulliken spin population.
Geometry (Å):
N 0.2233 -2.4573 -0.5427  0.867
H 0.5781 -1.5435 -0.4554  -0.012
H -0.7284 -2.4041 -0.1484  -0.012
H 0.2236 -2.8791 -1.4581  -0.007
H 3.9117 0.2528 1.8477  0.000
H 3.2174 1.1417 0.7528  0.000
O 3.1023 0.4960 1.3889  0.000
H -0.3019 0.3306 1.9299  0.000
H -1.3337 1.0371 2.5853  0.000
O -1.0681 0.8716 1.7590  -0.001
H -1.8462 1.0961 -1.8455  0.001
H -2.2006 0.2414 -3.1779  0.000
O -1.6395 0.8904 -2.7992  0.006
H 0.1886 0.2736 -2.3225  -0.007
H 0.7129 1.4567 -1.5193  -0.006
O 0.7590 0.4383 -1.6210  0.172
H -1.8079 1.2825 0.4892  0.001
H -2.7666 0.7216 -0.5341  -0.001
O -2.1093 1.4020 -0.4288  -0.001
H 0.6157 -1.4151 1.6767  -0.002
H 1.5283 -0.4427 2.0819  0.001
O 0.7414 -0.7907 2.3414  0.001

Cartesian forces, eV/Å:
N -2.82 0.23 -0.27
H 1.96 1.94 -0.07
H 0.26 -0.91 0.31
H 0.64 -0.62 -0.40
H 0.17 0.45 -0.35
H 0.89 2.02 -1.79
O -1.13 -2.61 2.18
H 0.97 -0.69 -0.17
H -2.14 1.42 4.95
O 0.71 -0.29 -4.01
H 0.21 -0.03 -0.92
H -1.01 -0.65 -0.36
O 1.40 0.51 -0.01
H -2.36 -0.18 -2.56
H -0.11 -2.42 -0.03
O 2.35 2.12 2.82
H 0.55 0.08 0.32
H -0.86 -0.23 0.25
O -0.60 0.32 -0.14
H -0.66 -2.09 -1.22
H 4.44 2.34 -0.80
O -2.86 -0.70 2.29

For the energy above the lowest of the compared OMol25 structures with the same formula, charge and spin, the calculation gives 38.9 kcal per mole. For the HOMO energy (spin up / spin down), the calculation gives -0.52114 / -0.51867 hartree. As for the multiplicity: 2. The expectation value of S² is 0.756. For the frontier orbital gap (spin up / spin down), the calculation gives 10.2 / 3.7 eV. The net charge is +1.